No. 1
{
  "formula": "C41H38N5O5S2Zn",
  "method": "ωB97M-V/def2-TZVPD",
  "homo_lumo_gap_ev": 7.02,
  "charge": -1,
  "e_above_lowest_kcal_mol": 0.0,
  "molar_mass_g_mol": 810.3,
  "homo_ev": -4.87,
  "species": ["Zn", "C", "C", "C", "C", "C", "C", "C", "C", "N", "C", "O", "C", "C", "C", "C", "C", "N", "C", "O", "N", "C", "C", "C", "C", "C", "C", "C", "C", "H", "H", "H", "H", "H", "H", "H", "H", "H", "H", "H", "H", "H", "H", "H", "H", "H", "H", "H", "H", "H", "O", "C", "C", "C", "C", "C", "C", "C", "O", "N", "N", "C", "S", "C", "C", "S", "H", "H", "H", "H", "H", "H", "H", "H", "H", "C", "C", "O", "C", "C", "C", "C", "C", "C", "H", "H", "H", "H", "H", "H", "H", "H"],
  "coordinates": [[-0.684, 0.306, 0.490], [-3.700, -0.979, -2.102], [-3.148, 0.291, -2.698], [-3.208, 0.513, -4.083], [-2.674, 1.670, -4.641], [-2.047, 2.629, -3.818], [-1.924, 2.430, -2.443], [-1.210, 3.418, -1.557], [-2.514, 1.270, -1.865], [-2.403, 1.030, -0.521], [-3.585, 0.884, 0.202], [-4.705, 1.272, -0.134], [-3.411, 0.114, 1.470], [-4.461, -0.145, 2.353], [-4.187, -0.993, 3.436], [-2.917, -1.579, 3.591], [-1.939, -1.253, 2.638], [-2.193, -0.404, 1.647], [-0.604, -1.905, 2.634], [-0.303, -2.739, 3.498], [0.177, -1.491, 1.546], [1.248, -2.327, 1.287], [1.024, -3.658, 0.793], [-0.365, -4.249, 0.743], [2.128, -4.439, 0.412], [3.439, -3.967, 0.586], [3.662, -2.723, 1.184], [2.590, -1.913, 1.559], [2.837, -0.702, 2.415], [-3.879, -1.714, -2.902], [-3.027, -1.433, -1.366], [-4.677, -0.803, -1.615], [-3.670, -0.243, -4.713], [-2.739, 1.817, -5.708], [-1.578, 3.503, -4.267], [-0.791, 4.203, -2.204], [-1.935, 3.909, -0.871], [-0.386, 3.003, -0.961], [-5.435, 0.307, 2.155], [-4.983, -1.231, 4.134], [-2.671, -2.259, 4.405], [-1.103, -3.484, 0.457], [-0.383, -5.057, -0.008], [-0.693, -4.660, 1.710], [1.968, -5.432, -0.010], [4.290, -4.543, 0.212], [4.684, -2.367, 1.318], [3.783, -0.230, 2.141], [2.020, 0.024, 2.328], [2.920, -0.981, 3.486], [3.126, 2.976, 3.313], [3.695, 2.711, 2.110], [5.099, 2.850, 2.014], [5.729, 2.611, 0.798], [4.979, 2.232, -0.327], [3.617, 2.043, -0.242], [2.943, 2.269, 0.987], [1.521, 1.950, 1.046], [0.980, 1.319, 0.089], [0.889, 2.263, 2.196], [-0.376, 1.895, 2.218], [-0.881, 2.045, 3.505], [0.191, 2.286, 4.809], [-1.078, 2.245, 6.072], [-2.285, 1.471, 5.557], [-2.590, 2.005, 3.863], [2.121, 2.882, 3.164], [5.627, 3.201, 2.899], [6.801, 2.737, 0.714], [5.480, 2.098, -1.278], [3.033, 1.751, -1.113], [-1.326, 3.286, 6.329], [-0.619, 1.760, 6.942], [-3.195, 1.699, 6.111], [-2.128, 0.378, 5.583], [0.004, -2.465, -2.162], [0.132, -1.006, -2.615], [-0.111, -0.049, -1.884], [0.589, -0.823, -4.011], [0.938, -1.880, -4.872], [1.380, -1.608, -6.168], [1.466, -0.291, -6.631], [1.108, 0.767, -5.784], [0.696, 0.509, -4.488], [-0.465, -2.435, -1.167], [0.978, -3.003, -2.106], [-0.647, -3.057, -2.848], [0.844, -2.909, -4.548], [1.668, -2.424, -6.829], [1.805, -0.091, -7.646], [1.173, 1.798, -6.142], [0.453, 1.313, -3.803]],
  "mulliken_charge": [0.911, -1.537, 1.919, -0.881, -0.743, -0.704, 1.136, -1.195, -0.631, 0.214, -0.798, -0.777, 0.335, -0.534, -0.657, -0.541, 0.255, 2.069, -0.595, -0.800, 1.028, -0.564, 1.139, -1.492, -0.833, -0.834, -0.701, 0.705, -0.927, 0.422, 0.054, 0.341, 0.365, 0.433, 0.323, 0.409, 0.282, -0.226, 0.568, 0.402, 0.615, 0.092, 0.380, 0.354, 0.359, 0.353, 0.413, 0.440, -0.473, 0.362, -0.745, 0.737, -0.656, -0.402, -0.826, -0.698, 0.294, -0.395, -0.387, -0.778, 0.194, 0.107, -0.083, -0.616, -0.567, -0.051, 0.624, 0.396, 0.378, 0.402, 0.398, 0.296, 0.372, 0.479, 0.222, -0.829, 0.011, 0.764, 0.503, -0.455, -0.747, -0.402, -0.783, -0.273, -0.747, 0.554, 0.511, 0.387, 0.372, 0.379, 0.375, 0.452]
}

No. 2
{
  "formula": "C4H6O2",
  "method": "ωB97M-V/def2-TZVPD",
  "homo_lumo_gap_ev": 8.64,
  "e_above_lowest_kcal_mol": 109.8,
  "molar_mass_g_mol": 86.1,
  "homo_ev": -8.53,
  "species": ["O", "C", "C", "C", "C", "O", "H", "H", "H", "H", "H", "H"],
  "coordinates": [[-1.773, 1.260, -1.356], [-1.544, 0.746, -0.290], [-0.420, -0.246, -0.044], [0.823, -0.071, -0.913], [1.176, -0.069, 1.687], [-0.075, -0.327, 1.386], [-2.165, 0.930, 0.608], [-0.857, -1.250, -0.161], [0.625, 0.597, -1.748], [1.192, -1.036, -1.269], [1.597, 0.351, -0.279], [1.422, -0.884, 2.380]],
  "nbo_charge": [-0.493, 0.424, -0.007, -0.678, 0.115, -0.502, 0.120, 0.217, 0.243, 0.219, 0.266, 0.078]
}

No. 3
{
  "formula": "C32H51N2O25P",
  "method": "ωB97M-V/def2-TZVPD",
  "homo_lumo_gap_ev": 8.40,
  "smiles": "CC(C)=NOC(=O)OP(N)O.C[C@@H]1COC(=O)O1.C[C@@H]1COC(=O)O1.C[C@@H]1COC(=O)O1.C[C@@H]1COC(=O)O1.C[C@@H]1COC(=O)O1.C[C@@H]1COC(=O)O1.C[C@@H]1COC(=O)O1",
  "molar_mass_g_mol": 894.7,
  "homo_ev": -8.23,
  "species": ["C", "C", "C", "N", "O", "C", "O", "O", "P", "N", "O", "H", "H", "H", "H", "H", "H", "H", "H", "H", "C", "C", "C", "O", "C", "O", "O", "H", "H", "H", "H", "H", "H", "C", "C", "C", "O", "C", "O", "O", "H", "H", "H", "H", "H", "H", "C", "C", "C", "O", "C", "O", "O", "H", "H", "H", "H", "H", "H", "C", "C", "C", "O", "C", "O", "O", "H", "H", "H", "H", "H", "H", "C", "C", "C", "O", "C", "O", "O", "H", "H", "H", "H", "H", "H", "C", "C", "C", "O", "C", "O", "O", "H", "H", "H", "H", "H", "H", "C", "C", "C", "O", "C", "O", "O", "H", "H", "H", "H", "H", "H"],
  "coordinates": [[0.245, -3.098, -7.125], [-1.102, -2.547, -6.659], [-1.278, -2.455, -5.152], [-2.030, -2.137, -7.445], [-2.435, -3.163, -8.366], [-1.920, -2.990, -9.609], [-1.354, -3.874, -10.121], [-2.124, -1.818, -10.253], [-0.749, -1.250, -11.069], [0.210, -0.392, -9.931], [-1.386, -0.045, -12.032], [0.532, -3.955, -6.505], [0.230, -3.431, -8.166], [0.948, -2.265, -6.998], [-2.300, -2.681, -4.845], [-0.997, -1.454, -4.791], [-0.615, -3.160, -4.646], [-0.143, 0.544, -9.735], [1.180, -0.356, -10.219], [-1.451, 0.766, -11.503], [1.898, 1.376, -1.121], [0.705, 0.597, -1.620], [-0.263, 0.193, -0.539], [-0.831, -1.011, -1.075], [0.088, -1.550, -1.912], [0.017, -2.642, -2.378], [1.102, -0.679, -2.150], [2.524, 1.687, -1.958], [1.584, 2.263, -0.572], [2.522, 0.757, -0.473], [0.201, 1.151, -2.417], [-1.034, 0.939, -0.368], [0.219, -0.041, 0.410], [3.031, -8.740, -5.081], [2.708, -7.281, -5.294], [1.315, -7.025, -5.808], [1.478, -5.809, -6.546], [2.776, -5.759, -6.956], [3.200, -4.981, -7.745], [3.515, -6.718, -6.342], [4.025, -8.851, -4.654], [2.313, -9.209, -4.408], [3.034, -9.279, -6.030], [2.902, -6.714, -4.379], [0.591, -6.893, -5.006], [0.954, -7.800, -6.489], [2.008, 0.850, 5.631], [0.793, 1.169, 4.797], [0.163, -0.031, 4.139], [-0.427, 0.541, 2.963], [0.291, 1.651, 2.655], [0.186, 2.253, 1.632], [1.139, 1.978, 3.656], [2.372, 1.746, 6.119], [1.777, 0.110, 6.395], [2.824, 0.478, 5.006], [0.063, 1.723, 5.393], [-0.597, -0.498, 4.761], [0.889, -0.788, 3.833], [2.773, -14.037, -6.493], [3.958, -13.253, -5.982], [4.842, -14.021, -5.032], [5.386, -12.982, -4.212], [4.495, -11.957, -4.218], [4.545, -11.017, -3.495], [3.537, -12.152, -5.164], [2.212, -13.446, -7.219], [3.092, -14.962, -6.974], [2.085, -14.275, -5.681], [4.534, -12.850, -6.820], [5.636, -14.562, -5.544], [4.290, -14.717, -4.395], [1.476, 6.496, 9.409], [2.291, 5.340, 8.888], [2.247, 5.186, 7.390], [2.448, 3.773, 7.226], [2.003, 3.168, 8.357], [1.848, 1.993, 8.476], [1.754, 4.078, 9.328], [1.597, 6.585, 10.492], [1.781, 7.431, 8.945], [0.412, 6.337, 9.226], [3.321, 5.412, 9.251], [3.032, 5.747, 6.888], [1.284, 5.454, 6.956], [-2.791, 6.587, 5.361], [-2.132, 7.499, 6.373], [-1.889, 8.895, 5.872], [-0.731, 9.289, 6.620], [-0.055, 8.155, 6.936], [1.047, 8.131, 7.391], [-0.793, 7.052, 6.668], [-2.991, 5.612, 5.806], [-3.728, 6.998, 5.004], [-2.130, 6.414, 4.507], [-2.697, 7.505, 7.302], [-2.725, 9.562, 6.074], [-1.646, 8.939, 4.807], [-7.691, 11.080, 6.881], [-6.627, 10.255, 6.199], [-7.163, 9.242, 5.220], [-6.165, 8.216, 5.266], [-5.575, 8.284, 6.486], [-4.836, 7.459, 6.920], [-5.938, 9.415, 7.140], [-7.233, 11.830, 7.527], [-8.320, 11.590, 6.151], [-8.318, 10.455, 7.519], [-5.887, 10.909, 5.727], [-7.258, 9.642, 4.213], [-8.121, 8.812, 5.524]],
  "mulliken_charge": [-0.449, 0.916, -0.926, -0.781, -0.115, 0.685, -0.436, -0.221, 0.266, -0.520, -0.467, -0.065, 0.275, 0.299, 0.335, 0.177, 0.321, 0.245, 0.259, 0.278, -1.461, 0.586, -0.191, -0.363, 0.614, -0.553, -0.380, 0.392, 0.344, 0.330, 0.210, 0.375, 0.086, -1.502, 0.554, -0.536, -0.325, 0.577, -0.523, -0.366, 0.406, 0.374, 0.324, 0.273, 0.360, 0.299, -1.272, 0.555, -0.455, -0.311, 0.697, -0.566, -0.329, 0.119, 0.406, 0.375, 0.212, 0.327, 0.296, -1.457, 0.514, -0.503, -0.334, 0.636, -0.496, -0.341, 0.360, 0.379, 0.360, 0.258, 0.316, 0.310, -1.475, 0.508, -0.156, -0.372, 0.641, -0.540, -0.379, 0.424, 0.458, 0.242, 0.205, 0.347, 0.117, -1.460, 0.469, -0.301, -0.388, 0.479, -0.537, -0.190, 0.325, 0.316, 0.444, 0.377, 0.134, 0.293, -1.480, 0.519, -0.506, -0.303, 0.611, -0.511, -0.330, 0.354, 0.384, 0.364, 0.240, 0.315, 0.329]
}

No. 4
{
  "formula": "C48H40N11O2PPbTe4",
  "method": "ωB97M-V/def2-TZVPD",
  "homo_lumo_gap_ev": [4.90, 4.90],
  "charge": 2,
  "e_above_lowest_kcal_mol": 51.4,
  "molar_mass_g_mol": 1551.5,
  "homo_ev": [-11.46, -11.46],
  "species": ["Pb", "N", "C", "C", "C", "C", "C", "N", "C", "C", "C", "C", "C", "N", "H", "H", "H", "H", "H", "H", "H", "H", "H", "Te", "Te", "Te", "Te", "C", "N", "C", "N", "C", "N", "C", "C", "C", "C", "C", "C", "C", "N", "N", "C", "O", "C", "C", "C", "C", "C", "C", "N", "C", "N", "C", "N", "C", "H", "H", "H", "H", "H", "H", "H", "H", "H", "H", "H", "H", "H", "H", "H", "H", "O", "P", "C", "C", "C", "C", "C", "C", "C", "C", "C", "C", "C", "C", "C", "C", "C", "C", "C", "C", "H", "H", "H", "H", "H", "H", "H", "H", "H", "H", "H", "H", "H", "H", "H"],
  "coordinates": [[1.626, 0.195, -0.856], [0.597, 1.849, -4.281], [1.949, 2.001, -4.020], [2.693, 2.673, -5.003], [4.036, 2.895, -4.802], [4.616, 2.454, -3.615], [3.816, 1.793, -2.714], [2.517, 1.538, -2.909], [-0.502, 1.547, -3.506], [-1.742, 2.044, -3.947], [-2.882, 1.725, -3.248], [-2.776, 0.888, -2.140], [-1.527, 0.438, -1.782], [-0.406, 0.759, -2.435], [0.341, 2.346, -5.126], [2.208, 3.023, -5.902], [4.621, 3.409, -5.545], [5.657, 2.623, -3.392], [4.217, 1.441, -1.773], [-1.790, 2.686, -4.814], [-3.837, 2.119, -3.555], [-3.649, 0.604, -1.580], [-1.391, -0.227, -0.940], [1.816, -1.633, -3.236], [3.824, -3.252, -3.129], [5.295, -2.661, -0.961], [4.403, -0.551, 0.498], [3.708, 5.157, 1.516], [2.867, 4.264, 0.763], [2.833, 2.934, 0.785], [1.849, 2.511, 0.001], [1.302, 3.653, -0.471], [1.898, 4.723, -0.026], [2.931, 5.735, 2.679], [2.964, 7.094, 2.962], [2.239, 7.607, 4.028], [1.458, 6.774, 4.806], [1.408, 5.410, 4.511], [2.155, 4.893, 3.459], [0.585, 4.529, 5.305], [0.059, 4.798, 6.462], [-0.614, 3.719, 6.857], [-0.493, 2.819, 5.927], [0.266, 3.272, 4.897], [-1.113, 1.514, 5.940], [-1.649, 1.045, 7.139], [-2.277, -0.184, 7.169], [-2.392, -0.931, 6.008], [-1.882, -0.457, 4.806], [-2.152, -1.255, 3.548], [-1.057, -1.305, 2.617], [-0.703, -0.421, 1.685], [0.342, -0.882, 1.014], [0.595, -2.075, 1.597], [-0.238, -2.352, 2.561], [-1.228, 0.764, 4.772], [4.043, 5.954, 0.848], [4.574, 4.589, 1.867], [3.496, 2.284, 1.324], [0.465, 3.684, -1.135], [3.563, 7.753, 2.351], [2.283, 8.664, 4.241], [0.885, 7.150, 5.637], [2.123, 3.829, 3.267], [-1.553, 1.655, 8.020], [-2.682, -0.562, 8.093], [-2.885, -1.891, 6.031], [-3.012, -0.816, 3.030], [-2.382, -2.289, 3.813], [-1.186, 0.519, 1.512], [1.374, -2.736, 1.284], [-0.809, 1.150, 3.854], [0.338, -2.449, -1.694], [-0.809, -3.420, -1.940], [-0.133, -5.000, -2.501], [1.133, -5.364, -2.052], [1.713, -6.545, -2.475], [1.014, -7.385, -3.328], [-0.260, -7.043, -3.755], [-0.831, -5.848, -3.353], [-1.704, -3.692, -0.392], [-2.818, -2.926, -0.065], [-3.523, -3.205, 1.092], [-3.114, -4.237, 1.925], [-1.975, -4.965, 1.623], [-1.273, -4.699, 0.462], [-1.964, -2.785, -3.171], [-3.240, -3.338, -3.220], [-4.158, -2.876, -4.143], [-3.806, -1.865, -5.024], [-2.527, -1.332, -4.999], [-1.610, -1.794, -4.074], [1.650, -4.706, -1.364], [2.703, -6.815, -2.137], [1.463, -8.308, -3.660], [-0.810, -7.704, -4.410], [-1.818, -5.576, -3.702], [-3.147, -2.135, -0.725], [-4.409, -2.635, 1.332], [-3.698, -4.487, 2.799], [-1.639, -5.746, 2.284], [-0.401, -5.283, 0.212], [-3.504, -4.119, -2.523], [-5.146, -3.306, -4.171], [-4.528, -1.498, -5.736], [-2.241, -0.563, -5.702], [-0.618, -1.367, -4.053]],
  "mulliken_charge": [1.345, 0.154, 0.237, -0.824, -0.539, -1.039, -0.399, 0.367, 0.155, -1.110, -0.981, -1.073, -0.140, 1.531, 0.211, 0.481, 0.452, 0.504, 0.279, 0.545, 0.472, 0.601, 0.234, 0.511, -0.017, 0.044, -0.250, -1.158, 0.986, -0.553, 0.434, -0.952, -0.939, 0.898, -0.771, -0.730, -0.890, 0.007, -0.081, 0.582, -0.471, -0.419, 0.531, -0.265, 0.118, -0.971, -0.833, -0.779, 0.976, -1.219, 1.378, -0.767, 0.469, -1.089, -0.884, -0.322, 0.439, 0.248, 0.261, 0.720, 0.415, 0.421, 0.550, 0.613, 0.560, 0.427, 0.443, 0.322, 0.398, 0.656, 0.425, 0.761, 0.776, 0.810, 0.597, -0.559, -1.077, -0.590, -0.683, -0.722, 0.109, 0.058, -0.975, -0.643, -0.835, -0.528, 1.138, -0.532, -0.979, -0.752, -0.727, 0.048, 0.804, 0.506, 0.442, 0.457, 0.363, 0.544, 0.538, 0.502, 0.467, 0.462, 0.611, 0.470, 0.473, 0.511, -0.773]
}